The following is a quantum chemistry calculation of a single C24H22N4O7 molecule, from the OMol25 dataset.

The geometry in XYZ format:
```
57
Properties=species:S:1:pos:R:3:nbo_charge:R:1
O 1.347 5.174 -0.365 -0.491
O -2.358 2.225 1.419 -0.501
O -4.706 1.050 0.279 -0.477
O -0.283 2.947 -1.091 -0.477
O -0.065 -4.047 0.583 -0.629
O 4.395 -3.923 0.208 -0.610
O -4.207 -3.128 -1.758 -0.617
N 2.584 -0.943 0.488 -0.229
N -2.301 -3.012 -0.493 -0.639
N 0.072 -1.767 0.825 -0.636
N 2.937 -2.214 0.569 -0.204
C -4.745 2.208 1.081 -0.095
C 4.998 -1.745 -0.522 -0.240
C 2.844 1.305 -0.187 -0.083
C 4.630 -0.447 -0.600 -0.178
C 1.006 2.795 -0.661 0.217
C -2.818 -5.077 -1.554 -0.710
C 0.550 -3.019 0.823 0.680
C -3.527 0.362 0.385 0.214
C 2.019 -3.101 1.259 -0.323
C -2.388 0.927 0.965 0.274
C -3.212 -3.638 -1.292 0.689
C -2.323 -1.715 0.002 0.129
C -0.585 4.269 -1.476 -0.096
C -3.473 -0.935 -0.094 -0.255
C -1.247 0.155 1.083 -0.299
C 1.820 3.892 -0.349 0.289
C 3.357 -0.064 -0.082 0.163
C 3.153 3.682 -0.013 -0.241
C -1.190 -1.159 0.625 0.164
C -0.061 5.248 -0.428 -0.100
C -3.439 2.990 0.938 -0.096
C 3.667 2.404 0.052 -0.213
C 4.140 -2.741 0.089 0.591
C 1.518 1.511 -0.551 -0.217
H 2.054 -2.894 2.335 0.223
H -4.886 1.932 2.135 0.180
H 5.263 0.296 -1.060 0.231
H -1.512 -3.584 -0.175 0.435
H -2.739 -5.617 -0.614 0.230
H -1.669 4.329 -1.573 0.202
H -3.459 3.908 1.527 0.198
H 5.942 -2.103 -0.902 0.238
H -0.306 6.280 -0.683 0.204
H -3.568 -5.548 -2.183 0.235
H 3.765 4.543 0.201 0.227
H 2.378 -4.120 1.086 0.282
H 0.871 0.682 -0.788 0.237
H -0.494 4.992 0.549 0.184
H -5.598 2.795 0.739 0.201
H -3.284 3.230 -0.123 0.171
H 4.700 2.258 0.328 0.216
H -1.852 -5.114 -2.051 0.230
H -0.383 0.607 1.545 0.223
H 0.796 -1.068 1.007 0.440
H -4.350 -1.346 -0.564 0.272
H -0.118 4.493 -2.446 0.184
```

The value obtained for the energy above the lowest of the compared OMol25 structures with the same formula, charge and spin is 10.6 kcal/mol. The LUMO energy is -0.366 eV. The electronic energy comes out at -45537.7686 eV. As for the net charge: 0.

The following is a quantum chemistry calculation of 2 unconnected molecules or ions with the total composition C21H28BrNO6S, from the OMol25 dataset.

The geometry in XYZ format:
```
58
Properties=species:S:1:pos:R:3:nbo_charge:R:1
Br 1.141 -3.371 2.361 -0.027
S 1.146 2.089 -0.703 2.328
O 2.112 1.253 0.278 -0.695
O -0.074 3.701 5.924 -0.539
O -0.601 4.221 3.804 -0.726
O 2.015 2.774 -1.611 -0.941
O 0.284 3.020 -0.050 -0.910
O 3.221 -1.785 3.074 -0.485
N -1.237 1.479 -1.848 -0.601
C 1.474 0.668 2.543 -0.443
C -0.274 -4.844 -3.346 -0.215
C 0.978 2.331 4.330 -0.514
C -0.293 -6.203 -3.065 -0.209
C 0.062 -0.420 -1.005 -0.393
C -1.322 2.389 -3.001 -0.225
C 0.025 -6.653 -1.790 -0.207
C 0.106 0.970 -1.721 -0.273
C 2.441 -1.922 2.204 0.534
C 1.489 0.210 1.066 0.332
C -2.773 2.912 -3.082 -0.397
C -1.977 1.008 1.473 -0.172
C 0.367 -5.745 -0.798 -0.234
C 0.069 3.481 4.761 0.795
C -1.049 0.331 1.125 -0.031
C 2.494 -1.006 0.985 -0.534
C 0.381 -4.386 -1.077 -0.159
C 1.018 2.115 2.783 -0.414
C 0.140 -0.324 0.536 -0.379
C -3.181 3.512 -1.719 -0.609
C 0.059 -3.936 -2.351 -0.230
H 2.143 -1.604 0.133 0.223
H -0.556 -6.912 -3.839 0.215
H -2.898 3.639 -3.889 0.209
H 2.513 0.615 2.887 0.224
H -3.418 2.055 -3.323 0.186
H 0.853 0.001 3.151 0.224
H 1.736 2.848 2.403 0.214
H 3.507 -0.669 0.774 0.268
H 0.606 0.848 -2.689 0.225
H 0.506 1.430 4.742 0.227
H 0.644 -3.681 -0.296 0.192
H 0.008 -7.713 -1.571 0.215
H -0.657 3.250 -2.876 0.209
H -1.038 1.901 -3.948 0.167
H 0.921 -0.982 -1.392 0.219
H -0.520 -4.494 -4.340 0.213
H 1.972 2.415 4.769 0.239
H -2.700 1.474 2.099 0.242
H -1.820 0.679 -2.076 0.359
H 0.068 -1.360 0.890 0.270
H 0.033 2.353 2.395 0.252
H -0.822 -0.982 -1.314 0.232
H 0.622 -6.097 0.194 0.215
H -2.403 4.155 -1.302 0.218
H -0.130 5.064 3.775 0.498
H 0.069 -2.875 -2.569 0.197
H -4.115 4.065 -1.860 0.204
H -3.366 2.707 -1.006 0.214
```

The LUMO energy is 0.197 eV. The electronic energy comes out at -116880.7528 eV. As for the net charge: 0.

The following is a quantum chemistry calculation of a single C5H11NO molecule, from the OMol25 dataset.

The geometry in XYZ format:
```
18
Properties=species:S:1:pos:R:3:nbo_charge:R:1
O 0.816 -1.281 0.768 -0.440
N 1.061 -0.226 -0.243 -0.297
C -0.173 0.644 -0.165 0.073
C -1.003 0.606 -1.435 -0.609
C 0.016 1.994 0.502 -0.436
C 1.085 -2.539 0.247 -0.261
C -0.851 0.943 1.060 -0.420
H -0.281 0.426 -2.232 0.224
H 0.390 -2.999 -0.441 0.162
H -1.547 1.480 -1.652 0.207
H -1.982 1.219 0.942 0.203
H -0.731 0.341 1.908 0.238
H -0.622 2.773 0.025 0.213
H 0.903 -3.383 0.981 0.192
H 2.036 -2.573 -0.249 0.175
H 0.928 2.370 1.012 0.222
H 1.744 0.316 0.313 0.345
H -1.790 -0.110 -1.338 0.209
```

The value obtained for the energy above the lowest of the compared OMol25 structures with the same formula, charge and spin is 106.9 kcal/mol. The LUMO energy is 1.090 eV. The electronic energy comes out at -8897.0596 eV. As for the net charge: 0.

Computed values of frontier orbital gap (unit: eV) for the preceding records, in sequence: 7.248 9.937 10.804.
Computed values of HOMO energy (unit: eV) for the preceding records, in sequence: -7.6 -9.7 -9.7.